1.
Below is a molecular structure, C42H41NO4P2PdSSe, with properties calculated with ωB97M-V with the def2-TZVPD basis set.

Computed properties:
* LUMO energy (spin up / spin down): 0.43 / -2.11 eV

```
! wB97M-V def2-TZVPD RIJCOSX def2/J DEFGRID3
* xyz 0 3
Pd 0.31 -0.03 0.41
C 1.97 3.02 0.55
C 2.74 1.97 1.36
P 2.62 0.34 0.50
C 3.82 -0.67 1.40
C 4.75 -1.49 0.75
C 5.57 -2.33 1.48
C 5.48 -2.37 2.87
C 4.56 -1.57 3.52
C 3.73 -0.73 2.80
C 3.39 0.70 -1.11
C 4.68 1.23 -1.22
C 5.18 1.58 -2.46
C 4.41 1.41 -3.60
C 3.13 0.88 -3.50
C 2.62 0.53 -2.26
P 0.24 2.45 0.29
C -0.58 3.05 1.80
C -0.83 2.16 2.84
C -1.37 2.61 4.03
C -1.69 3.95 4.19
C -1.45 4.84 3.16
C -0.90 4.40 1.97
C -0.42 3.51 -1.03
C -1.81 3.66 -1.11
C -2.37 4.38 -2.15
C -1.55 4.95 -3.13
C -0.18 4.79 -3.06
C 0.39 4.06 -2.02
H 2.46 3.15 -0.41
H 1.96 3.99 1.06
H 2.28 1.85 2.34
H 3.78 2.25 1.50
H 4.82 -1.47 -0.33
H 6.28 -2.96 0.96
H 6.12 -3.04 3.43
H 4.48 -1.60 4.60
H 3.01 -0.12 3.32
H 5.28 1.36 -0.33
H 6.18 1.99 -2.54
H 4.81 1.69 -4.57
H 2.53 0.75 -4.39
H 1.62 0.12 -2.17
H -0.63 1.11 2.69
H -1.57 1.90 4.83
H -2.13 4.29 5.12
H -1.71 5.89 3.28
H -0.72 5.11 1.17
H -2.46 3.21 -0.37
H -3.44 4.49 -2.21
H -1.99 5.52 -3.94
H 0.46 5.22 -3.82
H 1.46 3.93 -2.00
C -7.96 -1.71 0.82
C -6.62 -2.21 0.38
C -5.47 -1.87 1.09
C -4.22 -2.30 0.67
C -4.12 -3.07 -0.48
C -5.25 -3.42 -1.20
C -6.49 -2.99 -0.76
S -2.53 -3.62 -1.00
O -1.84 -4.16 0.14
O -2.71 -4.41 -2.19
N -1.70 -2.28 -1.43
C -2.33 -1.41 -2.45
C -2.16 0.06 -2.11
C -2.67 0.42 -0.71
O -3.76 0.97 -0.59
O -1.90 0.09 0.27
H -7.96 -1.43 1.88
H -8.73 -2.47 0.67
H -8.25 -0.83 0.25
H -5.54 -1.25 1.97
H -3.33 -2.00 1.22
H -5.15 -4.03 -2.09
H -7.38 -3.26 -1.32
H -1.51 -1.70 -0.60
H -3.40 -1.64 -2.52
H -1.90 -1.62 -3.43
H -2.71 0.65 -2.84
H -1.10 0.34 -2.17
Se 0.43 -2.11 1.87
C 1.63 -3.24 0.96
C 1.79 -3.15 -0.43
C 2.65 -4.01 -1.08
C 3.37 -4.96 -0.35
C 3.21 -5.05 1.03
C 2.34 -4.20 1.68
H 1.20 -2.43 -0.98
H 2.76 -3.95 -2.15
H 4.04 -5.64 -0.86
H 3.76 -5.79 1.59
H 2.21 -4.26 2.76
*
```

2.
Below is a molecular structure, C42H42AsBrCrN2OPS, with properties calculated with ωB97M-V with the def2-TZVPD basis set.

Computed properties:
* LUMO energy (spin up / spin down): 2.42 / 2.42 eV

```
! wB97M-V def2-TZVPD RIJCOSX def2/J DEFGRID3
* xyz -1 5
Cr 0.07 -0.44 0.39
C -3.58 -4.57 -0.62
C -2.86 -3.45 0.09
C -2.92 -3.27 1.47
C -2.21 -2.25 2.09
C -1.42 -1.41 1.31
Br 1.12 0.52 2.37
N -1.41 -1.60 -0.01
C -2.07 -2.56 -0.64
H -4.13 -5.19 0.09
H -2.88 -5.21 -1.15
H -4.29 -4.18 -1.35
H -3.51 -3.96 2.06
H -2.25 -2.13 3.16
H -1.97 -2.62 -1.72
O -0.42 -0.75 -3.65
S 0.73 -0.12 -2.96
N 0.79 -0.63 -1.43
C 4.18 -1.34 0.06
C 2.78 -1.80 -0.36
C 2.22 -2.65 0.79
C 1.89 -0.52 -0.57
C 2.82 -2.60 -1.66
C 1.94 -3.64 -1.92
C 1.88 -4.25 -3.16
C 2.71 -3.84 -4.19
C 3.61 -2.82 -3.95
C 3.66 -2.21 -2.71
H 4.10 -0.79 1.00
H 4.63 -0.68 -0.67
H 4.83 -2.21 0.20
H 2.28 -2.09 1.72
H 2.78 -3.58 0.89
H 1.16 -2.90 0.64
H 2.53 0.36 -0.73
H 1.27 -4.00 -1.14
H 1.16 -5.05 -3.33
H 2.64 -4.30 -5.17
H 4.27 -2.48 -4.74
H 4.36 -1.39 -2.56
C -2.76 3.51 0.20
C -2.55 4.76 -0.63
As -4.11 5.98 -0.57
C -3.71 6.99 -2.20
C -4.77 7.64 -2.85
C -4.55 8.38 -4.00
C -3.27 8.48 -4.52
C -2.21 7.86 -3.88
C -2.43 7.11 -2.73
C -5.36 4.70 -1.36
C -5.23 4.23 -2.67
C -6.08 3.25 -3.15
C -7.08 2.73 -2.34
C -7.23 3.20 -1.04
C -6.37 4.18 -0.56
P -1.55 2.09 -0.14
C -2.07 1.75 -1.86
C -3.03 0.74 -1.95
C -3.63 0.43 -3.16
C -3.27 1.11 -4.31
C -2.31 2.11 -4.24
C -1.72 2.43 -3.02
C 0.00 3.07 -0.17
C 0.28 3.75 1.02
C 1.46 4.45 1.18
C 2.40 4.47 0.16
C 2.14 3.78 -1.02
C 0.96 3.08 -1.18
H -3.75 3.07 0.01
H -2.72 3.73 1.27
H -2.41 4.50 -1.68
H -1.67 5.29 -0.29
H -5.77 7.55 -2.44
H -5.38 8.87 -4.49
H -3.10 9.06 -5.42
H -1.21 7.94 -4.28
H -1.59 6.63 -2.24
H -4.44 4.61 -3.30
H -5.96 2.88 -4.16
H -7.74 1.96 -2.72
H -8.01 2.80 -0.41
H -6.49 4.55 0.45
H -3.30 0.19 -1.06
H -4.36 -0.37 -3.21
H -3.71 0.86 -5.26
H -2.01 2.64 -5.13
H -0.97 3.22 -3.00
H -0.43 3.69 1.84
H 1.67 4.94 2.13
H 3.33 5.01 0.29
H 2.88 3.78 -1.81
H 0.80 2.51 -2.08
*
```

3.
Below is 9 unconnected molecules or ions with the total composition C42H42Br6N6O12, with properties calculated with ωB97M-V with the def2-TZVPD basis set.

Computed properties:
* SMILES string: O=[N+]([O-])c1ccccc1.O=[N+]([O-])c1ccccc1.O=[N+]([O-])c1ccccc1.O=[N+]([O-])c1ccccc1.O=[N+]([O-])c1ccccc1.O=[N+]([O-])c1ccccc1.BrCCBr.BrCCBr.BrCCBr
* LUMO energy: -1.32 eV

```
! wB97M-V def2-TZVPD RIJCOSX def2/J DEFGRID3
* xyz 0 1
Br 3.85 2.88 2.96
C 4.87 2.53 1.28
C 3.84 2.41 0.13
Br 4.97 2.27 -1.53
H 5.43 1.55 1.43
H 5.54 3.30 1.16
H 3.34 3.34 -0.04
H 3.33 1.45 0.15
Br -0.43 0.94 -4.73
C -1.91 1.17 -3.53
C -3.05 0.38 -3.96
Br -4.68 1.08 -3.08
H -2.13 2.23 -3.38
H -1.53 0.81 -2.57
H -3.02 -0.67 -3.67
H -3.30 0.49 -5.03
Br 2.08 6.25 -4.13
C 1.07 4.79 -3.46
C 0.31 5.22 -2.19
Br 1.72 5.69 -0.84
H 1.71 3.95 -3.24
H 0.39 4.52 -4.29
H -0.28 4.41 -1.71
H -0.24 6.11 -2.36
C -3.87 -6.83 -2.70
C -4.67 -5.87 -2.09
C -4.21 -4.62 -1.92
C -2.91 -4.27 -2.31
C -2.10 -5.19 -2.98
C -2.60 -6.48 -3.18
N -2.44 -2.94 -2.12
O -1.33 -2.69 -2.52
O -3.16 -2.19 -1.53
H -4.33 -7.80 -2.77
H -5.70 -6.20 -1.88
H -4.97 -3.95 -1.50
H -1.12 -4.86 -3.22
H -1.92 -7.24 -3.57
C 0.34 -4.77 1.50
C -0.94 -4.86 0.95
C -2.05 -4.26 1.54
C -1.82 -3.57 2.72
C -0.57 -3.34 3.27
C 0.51 -3.91 2.60
N -2.99 -3.08 3.39
O -2.82 -2.39 4.38
O -4.10 -3.43 2.94
H 1.22 -5.21 1.08
H -1.14 -5.42 0.04
H -3.02 -4.36 1.10
H -0.55 -2.87 4.23
H 1.50 -3.67 2.95
C 1.79 -1.51 5.52
C 2.19 -2.86 5.68
C 3.20 -3.41 4.89
C 3.84 -2.60 3.97
C 3.62 -1.23 3.82
C 2.52 -0.72 4.57
N 4.87 -3.20 3.25
O 4.77 -4.42 3.10
O 5.88 -2.54 3.00
H 0.98 -1.11 6.09
H 1.75 -3.46 6.47
H 3.44 -4.48 4.94
H 4.24 -0.65 3.13
H 2.25 0.33 4.46
C -2.40 7.81 1.59
C -2.93 8.99 1.03
C -3.08 9.00 -0.35
C -2.90 7.84 -0.99
C -2.47 6.61 -0.46
C -2.17 6.63 0.90
N -3.22 7.82 -2.38
O -3.85 8.73 -2.83
O -2.78 6.85 -3.01
H -2.33 7.87 2.66
H -3.35 9.78 1.63
H -3.49 9.86 -0.91
H -2.25 5.64 -0.97
H -1.84 5.81 1.49
C 0.54 -0.58 1.10
C 0.98 0.71 1.46
C 0.09 1.77 1.15
C -1.17 1.48 0.65
C -1.63 0.18 0.38
C -0.69 -0.84 0.57
N -1.97 2.65 0.34
O -1.45 3.76 0.34
O -3.14 2.49 0.08
H 1.19 -1.46 1.31
H 1.95 0.89 1.88
H 0.41 2.78 1.29
H -2.68 0.17 0.01
H -0.92 -1.80 0.13
C 1.73 -2.63 -2.90
C 1.53 -1.43 -2.17
C 2.44 -1.17 -1.14
C 3.51 -2.04 -0.99
C 3.73 -3.17 -1.70
C 2.82 -3.45 -2.74
N 4.59 -1.65 -0.10
O 4.21 -0.85 0.80
O 5.68 -2.08 -0.21
H 1.11 -2.89 -3.73
H 0.70 -0.69 -2.30
H 2.44 -0.25 -0.59
H 4.64 -3.77 -1.56
H 2.95 -4.28 -3.42
*
```

4.
Below is a molecular structure, C42H42CaN10P, with properties calculated with ωB97M-V with the def2-TZVPD basis set.

Computed properties:
* LUMO energy: -7.95 eV

```
! wB97M-V def2-TZVPD RIJCOSX def2/J DEFGRID3
* xyz 3 1
Ca -0.26 -0.45 -1.98
C 4.21 -1.33 -3.15
C 2.83 -1.31 -3.22
N 2.11 -0.28 -2.78
C 2.80 0.76 -2.27
C 4.18 0.71 -2.18
N 4.89 -0.33 -2.61
C 2.01 1.94 -1.81
C 2.60 3.19 -1.68
C 1.81 4.28 -1.32
C 0.46 4.06 -1.10
C -0.06 2.78 -1.25
N 0.71 1.74 -1.58
C -1.51 2.50 -1.08
C -2.38 3.39 -0.46
N -3.68 3.16 -0.35
C -4.14 2.05 -0.92
C -3.29 1.14 -1.53
N -1.98 1.34 -1.59
C 2.40 5.64 -1.19
C 3.66 5.81 -0.63
C 4.15 7.10 -0.51
N 3.49 8.18 -0.92
C 2.29 8.00 -1.47
C 1.70 6.76 -1.62
H 4.77 -2.17 -3.53
H 2.29 -2.15 -3.65
H 4.74 1.52 -1.72
H 3.64 3.34 -1.92
H -0.18 4.89 -0.85
H -2.01 4.31 -0.02
H -5.21 1.87 -0.88
H -3.68 0.23 -1.97
H 4.24 4.98 -0.26
H 5.13 7.27 -0.06
H 1.78 8.90 -1.81
H 0.73 6.68 -2.09
N -2.96 -3.25 -4.51
C -1.86 -2.49 -4.34
N -1.74 -2.02 -3.11
C -2.86 -2.52 -2.43
C -3.26 -2.35 -1.10
C -4.43 -2.96 -0.70
C -5.20 -3.73 -1.59
C -4.82 -3.91 -2.90
C -3.64 -3.29 -3.30
H -3.23 -3.70 -5.37
H -1.17 -2.31 -5.15
H -2.68 -1.77 -0.39
H -4.77 -2.85 0.32
H -6.11 -4.19 -1.24
H -5.41 -4.50 -3.59
C 1.17 -4.12 -1.07
P 0.91 -2.53 -0.19
C 2.56 -2.00 0.34
C 3.63 -2.88 0.47
C 4.86 -2.42 0.94
C 5.02 -1.09 1.30
C 3.95 -0.21 1.19
C 2.73 -0.66 0.70
C 0.10 -3.06 1.36
C -1.08 -3.79 1.29
C -1.72 -4.21 2.44
C -1.18 -3.92 3.69
C 0.01 -3.20 3.77
C 0.65 -2.78 2.61
H 1.98 -4.00 -1.80
H 0.27 -4.40 -1.61
H 1.43 -4.92 -0.38
H 3.52 -3.92 0.21
H 5.69 -3.12 1.03
H 5.98 -0.75 1.67
H 4.08 0.83 1.47
H 1.91 0.05 0.61
H -1.50 -4.06 0.33
H -2.63 -4.80 2.37
H -1.66 -4.28 4.59
H 0.47 -3.02 4.73
H 1.59 -2.25 2.69
N -2.72 0.78 4.77
C -1.61 1.75 4.44
C -1.42 1.81 2.93
N -1.18 0.51 2.32
C -2.23 -0.44 2.67
C -2.45 -0.59 4.17
H -3.60 1.14 4.41
H -2.83 0.70 5.78
H -0.72 1.37 4.95
H -1.88 2.71 4.87
H -0.58 2.47 2.72
H -2.30 2.26 2.47
H -0.27 0.14 2.58
H -2.00 -1.43 2.27
H -3.17 -0.12 2.19
H -1.57 -0.98 4.67
H -3.30 -1.22 4.41
*
```

5.
Below is a molecular structure, C42H42MnN3OP2S2, with properties calculated with ωB97M-V with the def2-TZVPD basis set.

Computed properties:
* LUMO energy (spin up / spin down): -1.96 / -1.87 eV

```
! wB97M-V def2-TZVPD RIJCOSX def2/J DEFGRID3
* xyz 1 2
Mn -0.19 -0.50 0.28
C 1.76 -3.14 -0.44
C 2.78 -2.04 -0.68
P 2.25 -0.54 0.23
C 2.83 -0.76 1.95
C 2.29 0.08 2.92
C 2.69 -0.02 4.24
C 3.63 -0.97 4.61
C 4.16 -1.82 3.66
C 3.77 -1.71 2.33
C 3.34 0.75 -0.46
C 3.30 0.97 -1.84
C 4.15 1.89 -2.42
C 5.06 2.59 -1.64
C 5.09 2.38 -0.27
C 4.23 1.47 0.32
P 0.09 -2.47 -0.79
C 0.11 -2.15 -2.58
C 0.68 -3.04 -3.50
C 0.71 -2.74 -4.85
C 0.17 -1.54 -5.30
C -0.40 -0.65 -4.40
C -0.42 -0.96 -3.05
C -1.00 -3.89 -0.52
C -1.12 -4.44 0.75
C -1.93 -5.55 0.96
C -2.64 -6.10 -0.10
C -2.54 -5.56 -1.36
C -1.72 -4.46 -1.58
H 1.76 -3.47 0.60
H 1.95 -4.02 -1.05
H 2.81 -1.79 -1.74
H 3.80 -2.34 -0.41
H 1.51 0.78 2.65
H 2.25 0.64 4.98
H 3.93 -1.05 5.65
H 4.89 -2.57 3.94
H 4.22 -2.38 1.61
H 2.59 0.43 -2.46
H 4.13 2.04 -3.49
H 5.74 3.29 -2.10
H 5.81 2.92 0.35
H 4.29 1.29 1.39
H 1.09 -3.98 -3.15
H 1.15 -3.44 -5.55
H 0.19 -1.30 -6.35
H -0.82 0.28 -4.75
H -0.87 -0.25 -2.35
H -0.60 -4.00 1.60
H -2.02 -5.96 1.95
H -3.28 -6.96 0.07
H -3.09 -5.98 -2.19
H -1.65 -4.04 -2.57
N -0.48 -1.92 3.04
C -0.37 -1.42 2.00
N 1.45 3.40 1.32
C 1.15 3.15 0.05
N 1.82 3.81 -0.90
S -0.07 2.06 -0.38
H 2.20 4.01 1.59
H 0.91 2.95 2.04
H 2.48 4.54 -0.68
H 1.59 3.64 -1.86
O -2.06 -0.02 0.03
S -3.22 0.20 0.99
C -3.16 1.93 1.48
C -2.20 2.23 2.60
C -1.84 3.56 2.81
C -0.99 3.91 3.85
C -0.45 2.92 4.67
C -0.80 1.60 4.46
C -1.68 1.25 3.44
C -4.64 0.27 -0.13
C -4.53 1.31 -1.20
C -3.74 1.07 -2.33
C -3.61 2.05 -3.30
C -4.26 3.26 -3.17
C -5.06 3.50 -2.06
C -5.19 2.53 -1.08
H -4.19 2.19 1.76
H -2.90 2.50 0.59
H -2.24 4.33 2.16
H -0.74 4.95 4.01
H 0.21 3.19 5.48
H -0.39 0.81 5.08
H -1.93 0.21 3.31
H -5.52 0.40 0.50
H -4.68 -0.74 -0.54
H -3.25 0.12 -2.44
H -3.00 1.85 -4.18
H -4.16 4.02 -3.94
H -5.58 4.44 -1.96
H -5.83 2.71 -0.22
*
```

no.,total energy (eV)
1,-152139.8783
2,-228690.9889
3,-497983.1472
4,-86846.3213
5,-122317.9595